Entry 1:
DFT (ωB97M-V/def2-TZVPD) results for one molecule with the formula C8H15NO.

For the relative energy (zero: lowest compared OMol25 entry of this formula, charge and spin), the calculation gives 1.1139 eV. The SMILES is CC(C)=C(C)C(=O)[C@H](C)N. Its spin multiplicity is 1. As for the total energy: -443.800242 a.u. The calculation puts the frontier orbital gap at 0.359 Ha. Its HOMO energy is -9.011 eV. As for the LUMO energy: 0.76 eV.

XYZ file:
```
25
Properties=species:S:1:pos:R:3:mulliken_charge:R:1
C 1.42722 -2.10353 -1.14859 -1.620
C 0.57986 -0.86042 -1.05803 1.508
C 1.04731 0.25065 -1.96600 -1.598
C -0.49751 -0.77658 -0.24646 0.486
C -1.18405 -1.94744 0.39530 -1.687
C -1.11333 0.55638 0.07167 -0.061
O -2.30703 0.75037 -0.13632 -0.603
C -0.20006 1.60760 0.75402 0.551
C 0.16597 1.17517 2.16835 -1.561
N -0.88641 2.91479 0.79761 -0.740
H 1.27294 -2.61762 -2.10014 0.324
H 2.48574 -1.82828 -1.06603 0.383
H 1.23308 -2.80487 -0.33107 0.404
H 0.30289 1.04532 -2.07898 0.351
H 1.97988 0.68865 -1.59998 0.335
H 1.22236 -0.14503 -2.97299 0.432
H -2.25613 -1.76208 0.52460 0.415
H -1.10892 -2.84236 -0.23332 0.392
H -0.75187 -2.16599 1.37517 0.317
H 0.71348 1.74376 0.17166 0.284
H 0.75790 0.25318 2.15453 0.346
H 0.76716 1.94106 2.67098 0.393
H -0.72533 0.98346 2.77575 0.349
H -1.79820 2.76991 1.23972 0.308
H -1.12700 3.17401 -0.16142 0.293
```



Entry 2:
DFT (ωB97M-V/def2-TZVPD) results for C8H15NO3S2 as an isolated structure.

For the relative energy (zero: lowest compared OMol25 entry of this formula, charge and spin), the calculation gives 2.4967 eV. Its spin multiplicity is 1. As for the total energy: -1390.517957 a.u. The calculation puts the frontier orbital gap at 0.298 Ha. Its HOMO energy is -7.773 eV. As for the LUMO energy: 0.33 eV.

XYZ file:
```
29
Properties=species:S:1:pos:R:3:mulliken_charge:R:1
C -0.34276 -1.70234 1.60700 0.355
C -0.51897 -0.40964 -0.32448 0.832
C 0.07398 -0.69607 3.91644 -1.229
C -0.19377 0.65404 -2.95398 -1.664
C -0.43690 2.95195 -1.84344 -1.432
C 1.61156 1.50441 -1.30732 -1.661
C -0.74906 -1.63616 3.09522 -0.388
C 0.08814 1.49916 -1.72214 1.489
N -0.17301 -1.37479 -1.15161 -0.362
O -0.89629 -0.60850 0.92990 -0.364
O -0.77574 -2.85406 0.89728 -0.365
O -0.62124 0.87577 -0.56281 -0.361
S 1.72379 -2.06845 1.14867 -0.331
S 0.12073 -2.86429 -0.45682 0.167
H 1.11986 -0.89191 3.94280 0.350
H -0.33846 -0.76224 4.88751 0.372
H 0.15855 0.35229 3.60432 0.308
H 0.41590 1.07139 -3.79375 0.450
H 0.32185 -0.32194 -2.69594 0.434
H -1.14522 0.46985 -3.30469 0.413
H -0.46190 3.11699 -2.94897 0.354
H 0.18492 3.70458 -1.28286 0.330
H -1.49608 2.91874 -1.51555 0.357
H 2.16239 2.18933 -1.96730 0.423
H 1.58519 1.86060 -0.30582 0.458
H 2.09863 0.56442 -1.32052 0.389
H -0.75588 -2.68403 3.51480 0.274
H -1.84330 -1.43077 3.15972 0.271
H -0.91691 -3.42835 -1.24564 0.129
```



Entry 3:
DFT (ωB97M-V/def2-TZVPD) results for a 2-piece molecular cluster, C8H15NO4S overall.

For the relative energy (zero: lowest compared OMol25 entry of this formula, charge and spin), the calculation gives 4.6294 eV. Its spin multiplicity is 1. As for the total energy: -1067.580764 a.u. The calculation puts the frontier orbital gap (spin up / spin down) at 0.332 / 0.169 Ha. Its HOMO energy (spin up / spin down) is -8.830 / -6.936 eV. As for the LUMO energy (spin up / spin down): 0.21 / -2.34 eV.

XYZ file:
```
29
Properties=species:S:1:pos:R:3:mulliken_charge:R:1
C 0.13112 0.66329 -1.51724 -0.530
C 1.08971 0.86161 -3.71265 -0.638
C 0.55805 -0.81200 -1.49927 -0.361
C 1.51495 -0.61433 -3.61535 -0.442
C -0.17208 0.10706 2.15931 -0.128
C -1.27244 -0.57516 2.99867 1.297
C -0.89081 -1.09587 4.36090 -1.368
C -2.68847 -0.09084 2.84777 -1.408
N 1.01872 1.39677 -2.38284 0.166
O 3.07020 2.73629 -2.88532 -0.538
O -0.38032 1.08119 1.38095 -0.575
O 0.62378 -1.33703 -2.80769 -0.398
O -0.69902 -1.20088 1.89152 -0.428
S 2.23152 2.34085 -1.76568 0.351
H -0.88421 0.73593 -1.92140 0.209
H 0.13599 1.06494 -0.49768 0.330
H 1.81177 1.43847 -4.29315 0.412
H 0.10198 0.92624 -4.17830 0.259
H 1.53841 -0.89913 -1.00557 0.322
H -0.17082 -1.40966 -0.95280 0.251
H 1.49636 -1.08183 -4.60094 0.345
H 2.53526 -0.66371 -3.20384 0.311
H 0.80540 0.03693 2.66971 0.403
H 0.13983 -1.44830 4.36378 0.395
H -1.54148 -1.92914 4.63142 0.341
H -0.99950 -0.30882 5.10594 0.353
H -2.80829 0.37256 1.87234 0.354
H -2.91894 0.63585 3.62418 0.357
H -3.37668 -0.93128 2.93324 0.356
```



Entry 4:
DFT (ωB97M-V/def2-TZVPD) results for C8H15NOPRu as an isolated structure.

For the relative energy (zero: lowest compared OMol25 entry of this formula, charge and spin), the calculation gives 0.6093 eV. Its spin multiplicity is 6. As for the total energy: -879.725450 a.u. The calculation puts the frontier orbital gap (spin up / spin down) at 0.173 / 0.208 Ha. Its HOMO energy (spin up / spin down) is -3.869 / -7.685 eV. As for the LUMO energy (spin up / spin down): 0.84 / -2.02 eV. Its expectation value of S² is 8.786.

XYZ file:
```
27
Properties=species:S:1:pos:R:3:mulliken_spin:R:1
C -0.65848 0.84085 -1.03431 0.083
C -1.37266 1.81068 -1.84476 0.426
C -0.41908 2.67660 -2.44220 -0.023
C 0.88268 2.30082 -2.02534 0.315
C 0.75541 1.15059 -1.15492 0.303
Ru 0.26204 -1.24323 0.89633 2.773
P -0.06583 -3.08162 -0.22395 0.005
H -1.01019 -0.04165 -0.43138 -0.106
H -2.46007 1.85757 -1.90591 0.022
H -0.65202 3.48560 -3.12718 0.001
H 1.51804 0.55334 -0.62074 0.001
H 1.83297 2.77603 -2.27214 0.009
H 1.04416 -3.60462 -0.99905 -0.004
H -1.17245 -3.24888 -1.11247 0.024
H -0.29061 -4.17690 0.67970 0.002
C 1.45743 -0.52422 5.16867 -0.012
N 0.22239 -0.13982 4.49111 0.116
C -0.80264 0.56877 5.24898 0.026
C 0.08566 -0.40240 3.19684 0.650
O 0.96073 -1.11830 2.60221 0.309
H 1.32503 -0.25621 6.22149 0.005
H 2.31539 0.02325 4.75506 0.010
H 1.63624 -1.60370 5.07785 0.015
H -0.87595 1.61662 4.92980 0.003
H -1.77925 0.08777 5.11222 -0.010
H -0.51247 0.52442 6.30531 0.010
H -0.79756 0.00312 2.64966 0.047
```



Entry 5:
DFT (ωB97M-V/def2-TZVPD) results for a 2-piece molecular cluster, C8H16 overall.

For the relative energy (zero: lowest compared OMol25 entry of this formula, charge and spin), the calculation gives 1.3803 eV. The SMILES is C=CCC.C=CCC. Its spin multiplicity is 1. As for the total energy: -314.343807 a.u. The calculation puts the frontier orbital gap at 0.399 Ha. Its HOMO energy is -9.568 eV. As for the LUMO energy: 1.30 eV.

XYZ file:
```
24
Properties=species:S:1:pos:R:3:mulliken_charge:R:1
C 6.52052 5.18641 -4.59743 -0.701
C 6.92598 4.04308 -4.04662 -0.096
C 6.57504 3.60931 -2.58978 -0.293
C 5.95226 2.25352 -2.61314 -1.097
H 6.75122 5.44340 -5.63760 0.253
H 5.96365 5.91970 -4.00295 0.235
H 7.56018 3.36945 -4.63791 0.275
H 5.76131 4.25833 -2.21286 0.224
H 7.40936 3.65978 -1.86397 0.293
H 5.58412 1.93774 -1.62250 0.313
H 6.69285 1.51566 -2.96484 0.284
H 5.10335 2.26301 -3.31731 0.310
C -5.59223 -2.22166 3.05862 -0.710
C -5.16368 -1.49063 2.00629 -0.073
C -5.07384 -2.04891 0.58261 -0.251
C -3.75823 -1.69391 -0.08890 -1.140
H -5.63817 -1.84532 4.08695 0.254
H -5.91453 -3.25368 2.87893 0.222
H -4.80770 -0.46108 2.14369 0.268
H -5.79302 -1.54507 -0.09148 0.215
H -5.28621 -3.13487 0.55021 0.282
H -3.56920 -2.22221 -1.03853 0.328
H -2.98103 -1.98632 0.63710 0.320
H -3.68109 -0.60841 -0.26878 0.283
```



Entry 6:
DFT (ωB97M-V/def2-TZVPD) results for a 2-piece molecular cluster, C8H16BN overall.

For the relative energy (zero: lowest compared OMol25 entry of this formula, charge and spin), the calculation gives 0.9931 eV. Its spin multiplicity is 1. As for the total energy: -393.948645 a.u. The calculation puts the frontier orbital gap (spin up / spin down) at 0.239 / 0.239 Ha. Its HOMO energy (spin up / spin down) is -7.041 / -7.042 eV. As for the LUMO energy (spin up / spin down): -0.54 / -0.54 eV.

XYZ file:
```
26
Properties=species:S:1:pos:R:3:mulliken_charge:R:1
B -1.68433 -0.67474 -0.03521 0.049
C -2.48650 1.61795 -0.00871 -0.296
C -1.15435 1.55576 -0.08785 -0.404
C -3.03696 0.22000 0.02456 -0.868
C -1.60623 -2.25595 -0.04109 -1.059
C 1.90902 -0.82855 -1.03293 -1.283
C 2.17039 1.60680 -0.31240 -1.713
C 1.91245 -0.23102 1.43930 -1.240
C 1.80649 0.21304 0.02393 1.587
N -0.67983 0.26407 -0.10925 -0.112
H -3.09031 2.50777 0.01908 0.399
H -0.45931 2.37793 -0.14436 0.130
H -3.69924 0.03888 -0.82451 0.325
H -3.62892 0.04674 0.92616 0.324
H -1.60367 -2.63072 -1.06399 0.358
H -2.46856 -2.69995 0.45279 0.291
H -0.71479 -2.64506 0.44509 0.286
H 1.61114 -0.43864 -2.00203 0.346
H 2.94166 -1.18684 -1.11269 0.418
H 1.27793 -1.67918 -0.78765 0.234
H 3.25797 1.71884 -0.23786 0.412
H 1.72899 2.31296 0.38884 0.433
H 1.87453 1.86397 -1.32604 0.379
H 2.75258 -0.92073 1.55159 0.369
H 2.05398 0.61430 2.10839 0.371
H 1.01586 -0.76763 1.74684 0.266
```